70
Properties=species:S:1:pos:R:3 method="wB97M-V/def2-TZVPD" spin_multiplicity=1 total_charge=0 e_above_lowest_kj_mol=33.5
P -6.6552 2.0452 0.0356
F -0.9421 4.4027 0.7023
O -1.7168 5.5839 3.7878
O 8.4865 -6.2398 1.7972
O -1.5150 10.1721 2.8435
O -3.6937 10.0795 1.3183
O 0.9485 -1.2546 -2.6977
O 3.2192 -1.7546 -1.3909
O -7.0509 1.2197 -1.2899
O 1.3691 -5.1100 -5.3331
O -0.0850 -1.2341 0.4286
O -3.8525 5.4776 2.1987
O -4.6566 -0.5278 -0.1059
O -6.8657 3.4751 -0.1743
O -7.6471 1.5562 1.2176
O 8.2964 -8.8609 1.3723
O -2.5472 2.7953 2.8523
O 4.8203 -5.7253 -1.0819
O 4.5847 -8.3461 -1.4482
O 3.5941 -5.6515 -3.9801
C 3.5114 -3.7178 -2.6311
C -4.3685 2.6603 1.3129
C -0.6042 2.0178 0.8988
C -2.0334 9.0767 2.7329
C -4.1318 0.5323 0.1331
C -2.1415 6.7041 3.2090
C -2.9631 2.4303 1.7841
C -1.5277 7.8810 3.3900
C -1.2034 -1.2427 -0.0017
C 6.6622 -5.8657 0.3813
C 2.8188 -2.6128 -2.3297
C 3.0263 -4.6213 -3.6641
C 7.5270 -6.6861 0.9910
C 6.4238 -8.7205 -0.0496
C -2.6432 0.7296 0.0751
C -0.4224 3.2945 0.0497
C -3.2602 8.9518 1.8776
C -2.0638 1.6543 0.8483
C 1.5390 -2.2672 -3.0293
C -3.3539 6.5783 2.3330
C 7.4699 -8.1742 0.8034
C -4.9281 1.7481 0.5306
C 1.7573 -4.2630 -4.3819
C 5.6313 -6.4122 -0.4871
C -1.7989 -0.1270 -0.8619
C 1.0648 -3.1589 -4.0783
C 5.5580 -7.8999 -0.6569
C -3.8737 7.7766 1.6931
H -1.0405 3.1655 -0.8460
H 0.0554 1.2657 0.4710
H 6.6942 -4.7927 0.5081
H -7.1274 1.0740 1.8756
H -2.3194 4.8695 3.4959
H 2.0411 -5.8180 -5.3481
H 0.6236 3.4604 -0.2088
H -4.7569 7.6734 1.0782
H 6.3825 -9.7942 -0.1659
H 4.1112 -7.5531 -1.7669
H -4.8668 3.5673 1.6395
H 0.1496 -2.8915 -4.5877
H -2.3962 -0.5916 -1.6499
H -3.0742 10.7753 1.6097
H -0.6530 7.9864 4.0159
H -1.0033 0.4663 -1.3083
H 2.5422 -1.0531 -1.3632
H -6.2798 0.6920 -1.5490
H 4.4284 -3.9734 -2.1337
H -1.8851 -2.0790 0.2619
H -0.3565 2.2145 1.9446
H 8.9681 -7.0324 2.1024

=====

13
Properties=species:S:1:pos:R:3 method="wB97M-V/def2-TZVPD" spin_multiplicity=1 total_charge=+1 e_above_lowest_kj_mol=411.1
O 3.1274 0.5471 -0.1045
O 2.1910 -1.4164 -0.0222
N -0.2273 -0.8901 0.6905
N 0.5446 1.6158 0.1314
N 2.1895 -0.1913 -0.0747
C -0.1568 -0.7411 -0.7901
C 0.8083 0.3019 -0.1635
H -0.9752 -0.4947 1.2424
H -1.1451 -0.3264 -1.0694
H 1.2018 1.8187 0.8769
H 0.3198 -1.6653 0.9998
H -0.3844 1.9794 0.2525
H 0.4271 -1.4433 -1.2502

=====

102
Properties=species:S:1:pos:R:3 method="wB97M-V/def2-TZVPD" spin_multiplicity=1 total_charge=0
P 0.8429 -5.2834 -4.3607
P -6.5891 6.1197 1.4642
P 6.2139 -2.9038 -1.7305
P -0.7707 -6.4371 2.3440
P 0.5420 2.9677 -1.9322
P -0.9436 6.1267 3.7593
O 0.7594 -3.9979 -3.5587
O -1.6957 -6.5937 1.1621
O 0.1391 -5.1557 1.7679
O -0.4248 2.9537 -3.0268
O 0.5375 -7.4111 2.2360
O -1.2605 6.1837 5.3634
O 0.9601 -4.9960 -5.9675
O 5.8832 -2.7848 -3.2050
O 2.5231 -5.3625 -4.2673
O 5.0726 2.9670 -0.3032
O 4.0174 2.0144 -2.0745
O 7.5368 -3.9198 -1.9437
O -7.3506 4.8311 2.1221
O -0.0606 3.9838 -0.7698
O 5.0324 -1.7717 -1.2767
O -0.8552 -5.3797 -4.4577
O -7.0532 6.3473 0.0409
O -1.4822 4.5160 3.6634
O 0.5883 1.4811 -1.2858
O -0.6384 7.7790 3.7606
O 5.3852 -4.1311 -1.0502
O -1.5872 -7.5412 3.3388
O 0.4851 5.6932 3.4969
O -7.7123 7.2223 2.1059
O -5.3256 5.1091 1.0138
C 2.1981 3.6507 -2.3826
C 4.2461 -3.9429 -0.2156
C -8.4070 4.9363 3.0714
C 2.9444 3.8956 -0.9965
C 3.2582 2.7474 -3.0543
C 7.4208 -4.9491 -2.9175
C -2.0054 5.1900 6.0595
C 0.5486 8.2248 4.4043
C -1.4998 -5.9214 -3.2955
C -2.7582 -7.0224 3.9846
C 0.5086 -5.1886 0.3943
C -5.5960 4.1702 -0.0240
C 0.7000 -8.6117 2.9850
C 5.4228 -0.3956 -1.4172
C -7.3187 8.5995 2.0326
C -0.1186 -5.1560 -6.8821
C 4.1808 2.9264 -1.0324
C 3.2410 -4.1341 -4.4394
C -1.6884 4.0393 2.3382
H 4.2975 -4.3781 -4.5532
H 2.9094 -3.6080 -5.3343
H 1.7372 -8.9309 2.8826
H 6.4968 -5.5129 -2.7890
H 4.0239 3.4997 -3.3767
H 0.4822 9.3107 4.4914
H 0.1452 4.8965 -1.0317
H -9.3243 5.2583 2.5785
H -1.4045 4.2895 6.1855
H -2.5002 -6.1665 4.6088
H 1.4242 7.9819 3.8051
H 3.3860 -3.6512 -0.8195
H 4.0232 -4.8965 0.2640
H 5.6286 -0.1642 -2.4626
H -8.5718 3.9471 3.4984
H 4.6098 0.2253 -1.0700
H -5.6566 4.6714 -0.9874
H 7.4757 -4.5343 -3.9226
H -1.3162 -5.2846 -2.4295
H 1.3033 1.3706 -0.6354
H -2.9370 4.9591 5.5457
H 8.2668 -5.6244 -2.7779
H 3.0292 2.2358 -4.0024
H -2.5702 -5.9613 -3.4867
H 3.2225 4.9567 -0.9102
H 0.2910 -5.1144 -7.8917
H 1.2525 -4.4084 0.2293
H 4.4381 -3.2081 0.5644
H -0.3496 -4.9705 -0.2378
H -6.3821 8.7562 2.5684
H -0.7538 4.0701 1.7769
H -2.0419 3.0110 2.3861
H -6.5122 3.6154 0.1746
H 2.3553 3.4619 -0.1693
H -2.4421 4.6525 1.8429
H 0.6413 7.7977 5.4025
H -2.2487 5.5854 7.0459
H -4.7596 3.4696 -0.0539
H -3.1752 -7.8059 4.6142
H -0.8347 -4.3428 -6.7648
H -8.0966 9.2015 2.4978
H 0.4963 -8.4512 4.0419
H -1.1383 -6.9302 -3.0955
H -0.6093 -6.1194 -6.7533
H -3.5010 -6.7282 3.2414
H 0.0554 -9.3946 2.5850
H 0.9480 -6.1489 0.1239
H 6.3070 -0.1926 -0.8116
H -8.1479 5.6175 3.8803
H 3.1346 -3.4985 -3.5639
H 2.0516 4.5950 -2.9376
H -7.2053 8.9053 0.9914

=====

6
Properties=species:S:1:pos:R:3 method="wB97M-V/def2-TZVPD" spin_multiplicity=1 total_charge=0 e_above_lowest_kj_mol=223.9
Cl -2.1028 -1.9144 -1.1024
F 0.3670 1.0698 -1.0441
C 0.9927 0.4914 1.3441
C 0.7269 0.8074 0.2277
H -1.4468 -0.9840 -1.7696
H 1.4630 0.5298 2.3443

=====

57
Properties=species:S:1:pos:R:3 method="wB97M-V/def2-TZVPD" s2=0.7546 spin_multiplicity=2 total_charge=0 e_above_lowest_kj_mol=147.3
Ag -0.1070 0.1801 -2.1208
S -1.8342 3.1574 -1.3092
S 0.6497 3.4295 -2.2224
F -1.7567 4.8545 0.8653
F -0.9564 3.5181 -4.4687
F -1.9760 2.7481 1.3617
F -0.0937 3.4988 0.8093
F 0.6494 4.9156 -4.4368
F 1.0463 2.7878 -4.7983
O -2.1724 -0.7090 -1.6324
O -3.0067 2.3102 -1.2965
O 2.0567 -0.1541 -2.9183
O -2.0342 4.4293 -1.9756
O 0.7257 4.7385 -1.6149
O 1.9033 2.7208 -2.1957
O 0.1608 -2.0799 -2.5766
O 0.5557 -0.5322 0.0932
O -0.8465 0.3536 -4.3090
N 0.2660 -1.3332 1.1374
N -0.6191 2.2981 -1.8479
C -1.9723 -0.2657 1.4333
C 1.4323 -2.0973 1.6573
C 2.0396 -3.0260 0.6124
C -1.3869 3.6203 0.5152
C -1.1423 -1.7339 3.1577
C 0.3174 3.6745 -4.1204
C -0.0026 -2.5597 3.7682
C -0.1303 0.5423 2.8674
C -0.6512 -0.6900 2.1339
C 0.9136 -3.1388 2.6775
C 2.5533 -1.2250 2.2775
H -2.0469 -1.3764 -0.9514
H -2.4060 -1.1233 0.9149
H -0.3572 -2.6926 -2.0457
H 0.3886 1.3107 2.2972
H 1.2918 -3.6799 0.1627
H -0.3945 -3.3784 4.3737
H 0.4637 0.2431 3.7345
H -3.1201 -0.5332 -1.6313
H 2.4819 -2.3993 -0.1670
H -1.6738 -1.2114 3.9520
H 0.6078 -1.9686 4.4563
H -1.7826 -2.4873 2.6952
H -0.4957 1.0836 -4.8303
H 3.1679 -0.7386 1.5162
H 0.2803 -3.8720 2.1720
H 2.9380 0.2310 -2.9708
H -0.9372 1.0680 3.3821
H 2.1907 -1.0921 -3.0688
H -1.4649 -0.0907 -4.8973
H 3.2277 -1.8323 2.8800
H -1.8219 0.4409 0.6172
H 1.7744 -3.6566 3.0979
H 0.7174 -2.6450 -3.1223
H 2.2099 -0.3538 2.8318
H -2.6730 0.1906 2.1286
H 2.8521 -3.6690 0.9487

=====

25
Properties=species:S:1:pos:R:3 method="wB97M-V/def2-TZVPD" spin_multiplicity=1 total_charge=0 e_above_lowest_kj_mol=413.2
O -0.6183 1.1161 -3.5961
N -1.7054 0.1194 0.1469
C -0.9822 -1.6425 1.2900
C 0.2669 1.5141 0.2120
C -0.4339 0.3490 0.4314
C 1.5449 -0.5663 1.7335
C 1.5269 1.6027 0.6971
C 0.1961 -0.7287 1.3441
C -1.9827 -1.1969 0.4839
C -1.0033 -2.9437 1.9849
C 2.1830 0.6108 1.5084
C 0.4319 1.9268 -3.1917
H -0.7862 -2.7938 3.1625
H 3.1546 0.5725 1.8604
H 0.6133 2.6991 -3.8058
H 2.0292 -1.4703 1.8316
H -0.8664 0.9807 -4.6157
H 1.4379 1.0797 -3.1760
H 0.2027 2.0885 -2.0543
H -2.8223 -1.7665 0.0814
H -2.4454 0.6015 -0.4678
H -0.3283 2.3577 -0.3023
H 2.1972 2.4270 0.6930
H -0.0320 -3.4025 1.8548
H -1.7781 -3.5343 1.8938

=====

18
Properties=species:S:1:pos:R:3 method="wB97M-V/def2-TZVPD" spin_multiplicity=1 total_charge=0 e_above_lowest_kj_mol=46.0
O -2.8232 -1.2646 -1.1555
O 2.2829 -1.1724 0.7368
O -0.4481 -2.0770 0.1132
N -0.4915 0.8897 -0.6257
N 1.0594 2.5338 -0.1226
N 0.4693 1.0227 1.5057
C 0.3111 1.4640 0.3012
H 2.5920 -0.7341 -0.0602
H -0.6666 -1.8884 1.0306
H -3.2400 -1.9707 -1.6625
H 0.8767 2.8988 -1.0499
H -2.0294 -1.7043 -0.8137
H -0.3680 0.5367 1.7966
H 1.8272 -0.4569 1.2323
H 1.7669 2.7938 0.5277
H -0.5029 1.2326 -1.5627
H 0.4993 -2.2635 0.1520
H -1.1153 0.1597 -0.3433

=====

126
Properties=species:S:1:pos:R:3 method="wB97M-V/def2-TZVPD" spin_multiplicity=1 total_charge=+1
O -2.5161 7.5558 1.6846
O 10.4993 -4.1129 -4.7327
O 10.8231 -3.4979 -2.5845
O -8.2283 2.9290 -0.7705
O -8.0337 1.2864 0.6163
O 9.5050 -5.2359 -3.1826
O -3.1360 6.0405 3.2464
O -7.9054 -2.9517 1.0022
O -2.3257 5.3276 1.3773
O -6.7656 -4.4310 -0.2676
O -9.4768 1.0728 -1.1063
O -5.6772 -3.3098 1.2143
N 2.6874 -3.0693 -1.9792
N -0.3118 -1.8275 0.8077
C -0.5112 0.2331 2.2921
C 1.4420 3.0160 -0.8932
C -10.2209 4.0773 -1.6022
C -1.8481 5.5948 0.0581
C 1.6257 2.7015 0.6026
C 10.3234 -4.2092 -3.4167
C 1.5110 -3.4225 0.1463
C 6.4609 -0.9235 0.0312
C 0.3128 2.5384 1.3922
C 2.6832 1.1759 -2.3065
C -5.6208 -2.2978 2.2167
C -8.6659 1.7045 -0.4815
C 0.4185 1.4366 2.4740
C 2.6445 -2.6569 -0.5734
C -3.5718 7.1055 4.1126
C 4.2974 -1.6076 2.7824
C 6.3355 -1.8936 1.2248
C 5.0224 0.4882 -1.5703
C 8.1737 -4.4811 -1.2803
C -8.4564 -0.0035 1.0827
C -1.3703 -2.3456 0.3131
C 11.3210 -3.0152 -5.1409
C -8.8399 3.5457 -1.9171
C -0.3776 -0.3551 0.8827
C -7.9765 -4.7526 -0.9837
C 5.7741 -1.2578 2.5032
C 0.8567 -2.6071 1.2608
C 3.9720 1.6356 -1.6033
C -1.5103 -0.0127 -0.1028
C -6.8909 -3.5107 0.6792
C 1.3412 1.7871 -1.8014
C 5.2277 -0.0247 -0.1404
C -2.3718 -1.2896 0.0287
C -2.6523 6.4265 2.0702
C -8.3206 -3.6979 -2.0125
C -4.9207 7.6512 3.6988
C 9.1956 -5.4683 -1.8018
H -5.7729 -1.3169 1.7672
H 10.1093 -5.4464 -1.2086
H -8.5593 -2.7454 -1.5407
H 5.9774 0.7957 -1.9975
H 3.7974 1.9159 -0.5695
H -5.6551 6.8468 3.6412
H -8.1718 4.3614 -2.1873
H 6.6883 -1.4691 -0.8850
H -3.1697 -1.4897 -0.6788
H -9.1838 -4.0141 -2.5966
H -9.4716 0.0522 1.4727
H 3.5026 -2.6676 -2.4277
H -3.6302 6.6562 5.1019
H 2.2229 3.6831 -1.2577
H 5.3587 0.8476 0.5062
H 4.4106 2.4529 -2.1724
H -4.6219 -2.3471 2.6450
H 3.7730 -1.8810 1.8622
H -7.7813 -0.2794 1.8835
H 0.1545 3.4716 1.9331
H -7.7694 -5.7043 -1.4679
H -8.8615 2.8390 -2.7464
H -2.0607 0.8457 0.2668
H 4.2073 -2.4546 3.4634
H -2.8133 7.8870 4.1422
H 2.4810 -1.5754 -0.4526
H -1.1733 0.1166 -1.1286
H -2.6507 5.9733 -0.5728
H -1.5493 0.5173 2.4872
H 5.8889 -0.1741 2.5164
H -8.7894 -4.9059 -0.2753
H 1.8720 -2.7080 -2.4613
H -2.8936 -1.1797 0.9956
H 7.2811 -4.4906 -1.9088
H 0.7969 -3.8183 -0.5759
H -7.4798 -3.5369 -2.6889
H -1.4952 4.6464 -0.3397
H -5.2640 8.3889 4.4235
H 4.3081 -0.5104 0.2025
H 1.4419 1.0576 2.5174
H 1.9605 -4.2897 0.6317
H -1.4862 -3.4080 0.1414
H -10.9058 3.2668 -1.3576
H 8.7985 -6.4809 -1.7662
H 0.5120 -3.2722 2.0534
H 2.7818 1.4258 -3.3638
H -1.0240 6.3054 0.0732
H 7.3366 -2.2645 1.4519
H 0.5952 -0.0041 0.5231
H 11.4821 -3.1373 -6.2076
H -4.8672 8.1284 2.7214
H 1.5784 -1.9313 1.7167
H 12.2760 -3.0300 -4.6210
H 10.8102 -2.0719 -4.9532
H 4.6627 -0.3649 -2.1530
H 3.5946 -2.9261 -0.1160
H 2.2358 3.4871 1.0511
H 7.2972 -0.2591 0.2619
H -6.3555 -2.4701 3.0005
H 0.7688 2.0878 -2.6822
H 2.2177 1.7841 0.6819
H 0.5115 3.5810 -1.0101
H 3.7569 -0.7717 3.2320
H -0.2546 -0.5007 3.0613
H 0.1893 1.8640 3.4498
H 0.7555 0.9913 -1.3310
H -0.5528 2.4168 0.7401
H 7.8894 -4.7346 -0.2584
H -10.6195 4.6176 -2.4606
H 2.5932 0.0873 -2.2718
H 6.3424 -1.6288 3.3570
H 8.5722 -3.4669 -1.2854
H 5.7284 -2.7476 0.9104
H -10.1818 4.7543 -0.7481
H -8.4059 -0.7386 0.2900

=====

77
Properties=species:S:1:pos:R:3 method="wB97M-V/def2-TZVPD" spin_multiplicity=1 total_charge=-1
Al 6.4920 -2.0813 2.1001
O -3.0240 0.1437 1.2308
O -5.5709 -1.7891 -6.3711
O -0.0048 1.8344 1.8618
O -5.1554 -0.2617 -3.2393
O -1.4829 0.0887 3.9000
O 4.7725 -1.9442 1.5522
O -7.8025 -1.3805 -4.2917
C 4.5523 -0.8046 -0.5700
C -5.2885 -2.9703 -7.0853
C 0.5190 3.1137 2.1316
C 3.1565 -0.1579 -0.5407
C -7.3975 -0.5551 -5.3727
C -0.4603 -0.2675 2.9745
C 4.6266 -2.1315 0.1745
C 6.3886 0.4220 3.5468
C -3.5600 -0.9666 0.5513
C 5.7437 3.1096 2.9849
C 7.1540 1.1841 2.6552
C 6.7139 -1.0088 3.8203
C 0.5466 0.8226 2.6962
C 4.9709 2.3618 3.8750
C 5.2853 1.0365 4.1548
C -3.5329 0.2973 2.5448
C 7.6960 3.3100 1.4166
C 6.8439 2.5144 2.3734
C -6.8860 -1.3055 -6.5817
C -5.0153 1.0113 -2.6435
C -2.5192 0.9471 3.4606
C -6.0706 -1.1012 -2.5553
C -6.7975 -2.0156 -3.5151
H 0.0789 -1.0850 3.4570
H -3.0502 1.2264 4.3748
H 4.6755 0.4733 4.8422
H 7.9958 0.7180 2.1654
H 3.7186 -2.7131 -0.0312
H 8.7214 3.3060 1.7807
H -6.0366 -3.7453 -6.8819
H 6.0025 -1.3914 4.5502
H 7.7291 -1.1184 4.1930
H 5.4798 4.1344 2.7725
H -0.0391 3.8294 1.5287
H -4.4264 0.9366 2.4969
H -3.8225 -0.6745 2.9613
H 5.4628 -2.7057 -0.2507
H -4.5242 0.9428 -1.6669
H 7.4547 -1.4737 0.9383
H 5.2772 -0.1276 -0.1282
H -2.1225 1.8628 3.0178
H -7.3365 -2.7506 -2.9122
H -6.0922 -2.5621 -4.1435
H -3.4440 -1.8854 1.1374
H -5.2439 -2.7827 -8.1645
H -0.8820 -0.6572 2.0467
H -7.5689 -2.1326 -6.8085
H 7.6936 2.8691 0.4240
H 3.2438 0.8790 -0.2250
H -6.6817 0.2031 -5.0510
H 4.8593 -0.9624 -1.6052
H 0.3975 3.3768 3.1894
H -4.3172 -3.3298 -6.7506
H -8.3100 -0.0376 -5.6790
H 2.7055 -0.1310 -1.5301
H -6.8018 -0.5033 -1.9992
H -4.3936 1.6157 -3.3015
H 1.4108 0.3837 2.1836
H -4.6203 -0.8056 0.3181
H -5.5050 -1.7164 -1.8431
H 6.8568 -3.6396 2.3600
H 7.3568 4.3385 1.3743
H 2.4814 -0.6885 0.1233
H 4.1246 2.8415 4.3492
H -6.8713 -0.6201 -7.4405
H 1.5787 3.1759 1.8607
H -3.0067 -1.0818 -0.3799
H -5.9904 1.5010 -2.5365
H 0.8883 1.2514 3.6446

=====

no.,DFT total energy (a.u.)
1,-2875.76474
2,-394.12485
3,-4684.02356
4,-637.35047
5,-2763.81156
6,-518.68552
7,-434.70322
8,-2466.99023
9,-1673.02960